Record 1
112
Properties=species:S:1:pos:R:3:forces:R:3 method="wB97M-V/def2-TZVPD" multiplicity=1 max_force_ev_per_a=3.93 lumo_ev="-6.11 / -6.10" total_charge=+2 mol_weight_g_mol=1166.0 total_energy_ha=-4572.31654
Ce 0.9954 0.1135 0.1401 0.1 0.4 -1.3
C -3.4376 -0.4007 -1.7077 1.9 -1.3 -2.1
C -1.9343 -0.2374 -1.5177 -1.1 0.1 -0.2
N -1.4780 0.2381 -0.4058 -0.5 0.8 -0.1
N -2.4977 0.7121 0.4094 1.2 -0.2 1.7
C -2.0964 0.9995 1.6589 -0.3 -1.1 -2.1
N -3.0591 1.0873 2.5835 0.1 -0.1 0.3
S -0.3766 1.1450 2.1674 -0.9 0.3 0.1
C -1.0086 -0.6575 -2.5792 -1.3 -0.8 -0.7
C -1.5095 -1.0351 -3.8754 0.0 1.0 0.7
C -0.5664 -1.4101 -4.7931 1.5 -0.1 -0.8
C 0.8006 -1.3984 -4.4407 -1.1 -0.6 0.2
C 1.1599 -1.1413 -3.1426 -0.2 -0.3 -1.1
N 0.2673 -0.7928 -2.2337 0.2 0.7 1.0
H -3.7868 -0.9532 -0.8961 -0.9 -0.5 1.6
H -3.7024 -0.9685 -2.6138 0.4 0.0 0.4
H -3.9304 0.5010 -1.8343 -1.0 1.9 0.3
H -3.9398 0.5497 2.4366 0.9 0.7 0.1
H -2.7205 1.3113 3.5119 -0.6 -0.1 -0.1
H -2.5683 -0.9156 -4.2056 1.1 -0.2 0.7
H -0.7770 -1.7140 -5.8221 -0.4 0.2 0.4
H 1.5525 -1.7628 -5.1018 0.3 0.0 -0.6
H 2.1832 -1.2888 -2.8831 0.6 0.2 0.6
S 8.6309 -2.7786 0.6728 0.4 0.6 -0.4
N 7.3497 -3.0850 1.5633 0.0 -0.6 0.2
C 6.3235 -2.4678 1.0136 0.1 0.1 -0.6
C 4.9497 -2.5830 1.4183 -0.2 -0.1 0.9
C 4.5318 -3.4045 2.5361 -1.1 1.1 -2.0
C 3.1748 -3.4009 2.8063 1.0 -0.2 0.0
C 2.3630 -2.5743 2.0364 -0.8 -0.1 0.1
N 2.7189 -1.8101 1.0303 0.6 0.4 -0.2
C 4.0413 -1.7958 0.6906 -1.4 -0.3 1.1
C 4.3891 -0.8670 -0.3706 1.2 -0.3 0.1
N 3.4640 -0.0584 -0.8973 -1.4 0.4 0.8
C 3.7628 0.8579 -1.7996 0.8 -0.2 -0.9
C 5.0253 0.9390 -2.3966 0.2 -2.1 2.0
C 5.9876 0.0712 -1.8686 1.3 -0.4 -0.7
C 5.7102 -0.8229 -0.7869 0.5 0.6 -1.1
C 6.6829 -1.7030 -0.1211 0.8 0.9 -0.8
N 7.9993 -1.7734 -0.4355 -1.3 -0.4 0.8
H 5.2145 -4.0600 3.0271 0.5 -0.1 0.3
H 2.7388 -4.0365 3.5716 0.1 0.2 -0.1
H 1.3135 -2.5476 2.2221 -0.7 -0.1 0.3
H 2.9713 1.4971 -2.1464 -0.3 0.1 0.1
H 5.1921 1.5299 -3.2492 0.3 0.8 -0.7
H 7.0002 -0.0076 -2.3573 -1.1 0.3 0.7
N 1.1950 2.0268 -0.9116 -1.0 -0.4 0.6
C 0.5424 3.0682 -1.2747 0.5 1.0 0.3
C -0.3893 3.1389 -2.4269 1.0 -1.9 0.0
C -1.5889 3.8036 -2.2765 -0.8 -0.2 -0.3
C -2.4655 3.8978 -3.3223 1.8 -0.3 -1.4
C -1.9998 3.3750 -4.5647 -3.8 1.0 -0.5
C -0.9089 2.5750 -4.7051 1.4 -0.4 0.0
C -0.0729 2.4309 -3.5856 -0.6 0.9 -0.5
C 0.6038 4.4688 -0.6362 0.6 -2.5 -0.3
C 0.9793 5.5675 -1.3699 -0.7 1.4 0.9
C 0.7026 6.8111 -0.8084 0.3 -0.9 0.1
C 0.1138 6.9176 0.4332 -0.5 1.7 2.1
C -0.1330 5.8239 1.2457 1.2 -1.5 -1.3
C 0.1643 4.5836 0.6498 -1.5 -0.1 2.2
H -1.9248 4.1479 -1.3371 0.1 0.6 1.0
H -3.3635 4.4809 -3.2240 -0.3 -0.1 -0.2
H -2.7353 3.5752 -5.3908 1.2 -0.4 0.5
H -0.6061 2.1379 -5.6744 -0.4 0.3 0.7
H 0.8604 1.9098 -3.6883 0.3 -0.3 0.2
H 1.4348 5.5365 -2.3215 0.3 -0.3 -1.0
H 1.0331 7.6998 -1.2770 0.1 0.7 -0.6
H -0.0898 7.9194 0.8746 0.2 -0.7 -0.6
H -0.3849 5.7412 2.2982 -0.4 0.9 -0.2
H -0.1370 3.7216 1.2833 0.6 0.2 -0.9
C 2.3068 3.5216 3.1944 0.2 -0.3 1.5
Sb 2.8511 1.6444 2.2870 -0.4 0.3 0.8
C 4.7728 2.1559 1.5952 -0.7 0.6 0.6
C 3.1586 0.4042 4.0180 -1.0 0.0 -1.3
H 2.6316 3.5590 4.2690 0.0 -0.3 -1.0
H 1.2370 3.7007 3.2526 -0.1 -0.1 -0.4
H 2.8165 4.3236 2.6812 0.0 0.2 -0.3
H 5.3901 1.3114 1.7000 1.0 -1.0 0.2
H 5.1947 3.0247 2.0971 -0.1 -0.1 -0.1
H 4.5926 2.3178 0.5626 0.2 0.5 -1.1
H 3.6155 0.8719 4.8375 0.9 0.7 1.0
H 3.6618 -0.5018 3.7310 0.3 -0.4 -0.1
H 2.1475 0.1566 4.3116 -0.3 -0.2 0.2
C -8.0807 -1.5541 2.1293 2.0 -1.2 -0.9
C -7.0732 -2.4576 1.2861 -1.1 0.3 -0.5
S -5.4692 -2.4791 1.9548 1.2 -1.2 0.1
O -5.4860 -3.0968 3.2714 0.2 0.8 -0.7
O -4.8222 -1.1918 1.7325 -0.1 -0.3 0.4
C -4.6470 -3.7175 0.8284 -2.2 -1.1 1.1
C -3.4017 -4.3392 1.3849 1.3 1.7 1.7
N -2.1544 -3.7492 0.8177 0.9 0.2 -1.0
C -1.4078 -2.7048 1.2953 -1.1 -0.6 1.0
N -0.4411 -2.3765 0.4525 0.5 0.4 -0.2
C -0.5310 -3.2191 -0.6277 0.3 -0.5 0.3
C -1.5522 -4.0883 -0.4277 -1.1 0.4 1.8
N -2.1423 -5.0622 -1.3096 -0.8 1.7 1.1
O -1.6139 -5.0970 -2.3914 -0.4 -1.2 -0.4
O -3.1965 -5.5654 -0.8935 1.4 -0.4 -1.7
C -1.6482 -2.0603 2.6610 -0.1 -1.9 -0.1
H -9.0340 -1.4932 1.6221 -0.1 0.0 0.0
H -7.5695 -0.5871 2.1387 -0.6 0.1 0.5
H -8.1671 -2.0427 3.1076 -0.1 0.6 -0.2
H -6.9187 -2.1451 0.2245 -0.4 0.0 0.8
H -7.3076 -3.5251 1.2817 -0.5 0.1 0.0
H -4.5901 -3.2718 -0.1287 0.4 0.5 -1.0
H -5.3712 -4.5828 0.7380 0.4 1.1 0.1
H -3.3608 -5.3855 1.1805 -0.1 -0.4 0.3
H -3.3768 -4.1345 2.4944 0.1 -0.5 -1.0
H 0.2060 -3.2594 -1.4176 -0.3 0.2 0.0
H -2.6935 -1.8290 2.8303 -0.2 0.3 -0.3
H -1.0467 -1.1813 2.6995 0.3 0.5 0.3
H -1.4142 -2.7523 3.5232 0.2 0.5 -1.0

---

Record 2
74
Properties=species:S:1:pos:R:3:forces:R:3 method="wB97M-V/def2-TZVPD" multiplicity=1 max_force_ev_per_a=2.36 lumo_ev="-0.19 / -0.17" mol_weight_g_mol=704.7 total_energy_ha=-4131.88458
Ca -1.4730 1.2141 0.1394 0.9 -1.6 0.6
C 0.2144 4.1425 0.1609 1.0 -0.6 -0.4
C 0.7741 3.3073 1.3101 1.2 0.6 0.1
S -0.3398 2.6998 2.6107 -0.4 -0.4 -0.1
C -1.9431 3.5399 2.4593 -0.5 -0.6 -0.5
C -3.0894 2.6050 2.9215 -0.3 0.6 0.1
S -3.9056 1.5834 1.5945 1.1 -0.5 0.5
C -4.0763 2.6713 0.1559 -0.5 1.3 0.1
C -4.2758 1.8701 -1.1086 -1.2 -1.3 -0.9
S -2.8621 1.3983 -2.1444 0.7 -0.3 0.2
C -2.3442 3.0392 -2.8604 -0.7 -0.2 -0.5
C -1.5089 3.9689 -2.0080 0.3 0.3 -1.7
S -0.0632 3.0517 -1.3283 -0.7 0.1 1.1
H 0.9671 4.8395 -0.1789 0.3 0.2 0.2
H -0.6257 4.7509 0.4366 -0.7 0.0 0.0
H 1.6440 3.8506 1.7534 -0.9 -0.2 0.1
H 1.2017 2.3666 0.9267 -0.2 0.3 -0.1
H -2.1437 3.8136 1.4260 0.2 0.2 0.0
H -1.9546 4.4498 3.0173 0.0 0.6 0.5
H -3.9111 3.1853 3.3790 0.6 -0.1 -0.1
H -2.6936 1.9114 3.6794 -0.4 -0.1 -0.4
H -3.3084 3.4525 0.0097 0.0 -0.6 0.3
H -4.9891 3.2406 0.3300 -0.1 0.1 -0.1
H -4.9497 2.3763 -1.8198 0.0 0.1 0.5
H -4.7721 0.8829 -0.8615 0.5 1.1 -0.3
H -3.2710 3.5012 -3.1774 -0.2 0.5 -0.1
H -1.8383 2.7263 -3.7829 0.1 0.1 0.3
H -2.1340 4.4550 -1.2762 0.0 0.2 0.5
H -1.0876 4.7418 -2.6840 -0.3 -0.2 0.5
C 0.0915 -1.7687 -3.1754 -0.1 0.8 0.0
Si 1.3040 -0.3243 -3.0290 0.4 -1.4 -1.9
C 0.8020 1.1086 -4.0202 -0.1 1.7 0.1
C 3.0836 -0.7320 -3.6626 -0.3 -0.1 -0.1
C 3.7402 -0.7242 -4.9039 0.1 -0.5 -0.2
C 5.1396 -0.8475 -4.9362 -0.8 0.2 -0.7
C 5.8413 -0.9357 -3.7456 1.0 -0.1 -0.2
C 5.2139 -0.8889 -2.5210 -0.8 -0.6 0.4
C 3.8096 -0.8539 -2.4625 0.4 1.3 -0.3
Si 2.4615 -0.4643 -1.1631 1.4 -1.3 0.6
C 3.1414 0.7073 0.0748 0.1 0.6 0.4
C 2.1083 -2.1462 -0.4206 0.2 0.2 1.0
H -0.4617 -1.7233 -4.1257 0.1 -0.1 0.3
H -0.6052 -1.6909 -2.3224 0.0 -0.3 -0.3
H 0.6600 -2.6910 -3.1132 -0.1 -0.2 0.0
H 1.3571 1.2460 -4.9380 0.2 -0.4 -0.3
H 1.0052 2.0308 -3.4632 -0.2 -0.1 -0.1
H -0.2420 1.0745 -4.2617 -0.7 0.1 -0.2
H 3.1444 -0.6986 -5.8343 0.5 0.2 0.5
H 5.6944 -0.8380 -5.8907 -0.4 -0.1 0.6
H 6.9267 -1.0662 -3.8103 -0.3 0.2 0.2
H 5.7915 -0.9547 -1.6091 0.2 0.1 0.1
H 4.2312 0.7185 0.0286 0.0 0.0 -0.1
H 2.8472 0.3697 1.0613 -0.1 0.0 0.4
H 2.7607 1.7199 -0.0615 0.2 0.0 -0.1
H 2.9023 -2.8564 -0.6499 0.0 0.0 -0.1
H 1.1644 -2.5532 -0.7353 -0.5 -0.2 -0.1
H 2.0668 -2.0176 0.6680 -0.1 -0.2 0.0
C 0.1507 -3.1731 2.7267 0.0 0.7 -1.8
Te -1.4663 -1.8096 1.7483 0.6 -1.6 1.5
C -2.5572 -2.8168 3.4964 -0.7 1.0 0.7
C -1.7508 -3.9513 4.0988 0.0 0.2 -0.6
C -2.2276 -4.8818 5.0116 -0.5 0.4 0.2
C -1.4342 -5.8524 5.5835 -0.1 0.0 0.3
C -0.0760 -5.8928 5.2834 0.1 -0.6 -0.1
C 0.4091 -5.0517 4.3110 0.1 0.8 -0.2
C -0.4407 -4.0909 3.7147 0.8 -0.5 0.0
H 0.8700 -2.5564 3.2231 0.4 0.7 0.1
H 0.6731 -3.6976 1.9038 -0.4 0.3 0.4
H -3.5482 -3.1164 3.1373 0.3 -0.2 0.0
H -2.7593 -2.0076 4.2585 0.4 -0.8 -0.7
H -3.2445 -4.7596 5.3289 -0.5 -0.3 0.1
H -1.8988 -6.5328 6.2916 0.3 0.0 0.0
H 0.5986 -6.5977 5.7663 -0.2 0.1 -0.1
H 1.4812 -5.0467 4.0591 -0.6 -0.1 0.0

---

Record 3
5
Properties=species:S:1:pos:R:3:forces:R:3 method="wB97M-V/def2-TZVPD" multiplicity=1 max_force_ev_per_a=6.19 lumo_ev="-0.65 / -0.27" mol_weight_g_mol=64.0 total_energy_ha=-480.41382
C -0.2018 -0.3595 0.4332 3.7 1.4 -4.8
F 0.0007 -1.5561 0.9475 -0.2 0.2 0.1
P 0.9119 0.2222 -1.1298 -2.9 -1.9 4.2
H -0.9539 0.2380 0.9120 -0.4 0.1 0.3
H 0.2432 1.4554 -1.1629 -0.2 0.2 0.1

---

Record 4
74
Properties=species:S:1:pos:R:3:forces:R:3 method="wB97M-V/def2-TZVPD" multiplicity=3 max_force_ev_per_a=4.66 s_squared=2.004 lumo_ev="-2.58 / -2.64" total_charge=+1 mol_weight_g_mol=672.7 total_energy_ha=-4171.41357
Ni 11.7685 8.5815 10.4414 0.0 -0.4 -1.2
C 8.2834 11.7875 12.8322 -2.5 -0.5 3.8
N 9.5251 11.3764 12.4216 4.1 -2.1 -0.7
C 10.7981 11.7209 12.9636 -1.4 0.2 0.5
C 11.7036 10.9597 12.2894 1.0 0.4 0.4
N 11.0429 10.1579 11.4230 1.1 -0.6 -0.2
C 9.7813 10.4057 11.5173 -1.9 -0.1 -0.6
P 8.4822 9.5161 10.5266 -0.9 1.8 0.7
C 8.8092 7.8793 11.0741 1.2 -0.2 -0.5
N 10.0254 7.3266 10.9933 0.5 0.5 0.3
C 9.8891 6.0581 11.4250 -1.8 -0.3 0.0
C 8.5420 5.8531 11.7103 3.1 0.2 -0.3
N 7.8989 6.9872 11.5035 0.4 0.9 -0.4
C 6.4794 7.1551 11.6114 0.6 1.6 2.1
C 9.3141 9.5616 8.9529 0.0 -0.7 -0.2
N 10.5792 9.2732 8.8071 1.6 -0.2 -0.5
C 10.9004 9.4795 7.4818 -1.8 0.4 0.3
C 9.7578 9.9027 6.8491 0.1 -1.0 0.4
N 8.7453 9.8564 7.7624 0.1 0.7 0.6
C 7.3512 10.1827 7.5766 0.0 1.3 -1.5
H 8.4851 12.1490 13.8579 -0.7 0.6 -0.5
H 7.4615 11.0194 13.0363 1.5 0.4 -0.7
H 7.8894 12.5000 12.1893 -0.9 1.6 -0.9
H 10.8597 12.3634 13.8598 0.1 -0.3 -1.0
H 12.8039 10.9070 12.3290 -0.9 0.2 0.3
H 10.6311 5.2976 11.4930 0.7 0.0 -0.1
H 8.1308 5.0114 12.0991 -1.4 -2.2 0.9
H 6.0638 6.5467 10.8980 -1.5 -1.4 -1.5
H 6.2471 8.2076 11.3995 -0.2 -0.4 0.3
H 6.2090 6.8564 12.6426 -0.3 0.3 -0.7
H 11.8005 9.2839 6.9658 1.0 -0.1 0.3
H 9.5720 10.0916 5.8262 -0.1 0.2 -0.7
H 6.6858 9.3482 7.7095 -0.1 -0.3 0.3
H 7.2390 10.5507 6.5445 0.0 -0.4 0.2
H 7.0637 11.0559 8.1537 -0.1 -0.2 0.5
O 17.4408 9.2793 11.3477 -0.2 -1.0 0.4
C 17.0587 8.2462 12.1285 0.4 2.9 -1.0
O 17.8738 7.6937 12.7814 0.2 -1.6 1.0
C 15.5767 8.0845 12.1930 0.8 -0.3 -0.3
C 14.9446 7.2859 13.0990 -0.5 -1.8 1.7
Cl 15.5797 6.3617 14.4563 -0.5 0.9 -1.3
N 13.6087 7.2462 12.8175 1.0 0.5 -0.3
N 13.3566 8.0623 11.7973 1.2 0.9 -1.6
C 14.5628 8.5828 11.3673 -2.7 -1.5 1.0
C 14.4896 9.4162 10.1288 0.1 0.7 -0.6
O 15.5155 9.9824 9.7554 -0.1 -0.1 0.0
O 13.3539 9.4934 9.5487 -0.1 -0.4 0.8
C 12.5377 6.7085 13.5693 -0.2 -0.2 1.1
C 12.4710 5.3599 13.8988 -1.0 0.8 0.5
C 11.5382 4.9385 14.8296 -0.6 0.2 0.6
C 10.7268 5.8769 15.5061 0.8 0.4 -1.5
C 10.7172 7.2271 15.0980 1.6 -2.1 -0.5
C 11.6545 7.6174 14.1412 -0.5 0.9 -0.2
H 16.6835 9.5728 10.7994 -0.1 0.6 -0.6
H 13.0941 4.6047 13.5339 1.2 -0.6 -0.9
H 11.4878 3.8553 15.0277 0.0 0.8 0.2
H 10.1457 5.5841 16.3362 -0.8 -0.4 0.6
H 10.1023 7.9185 15.5966 -0.7 0.9 0.4
H 11.7123 8.6759 13.8352 0.1 -0.6 0.2
C 13.7953 7.6576 6.9098 1.3 1.0 0.9
C 13.4012 6.7220 8.0378 -0.2 -1.8 -0.6
O 12.0335 6.7372 8.5581 1.6 1.8 0.3
C 10.9974 6.1575 7.8696 -0.6 -1.3 -2.3
C 11.1493 6.0511 6.3315 2.4 -0.7 0.1
H 14.8133 7.5230 6.4934 -0.4 -0.8 0.6
H 13.8917 8.6726 7.2828 -0.5 0.3 0.0
H 13.1679 7.6079 6.0634 -0.9 0.0 -0.8
H 13.8905 6.8512 8.9573 1.3 0.9 0.9
H 13.7595 5.7047 7.7743 -0.9 0.1 -0.1
H 10.0400 6.6754 8.0228 0.3 0.0 0.6
H 10.9512 5.1273 8.2053 -0.6 -0.4 0.3
H 11.0470 6.9867 5.8121 0.2 0.6 -0.1
H 10.4141 5.4091 5.9091 -0.9 -0.6 0.0
H 12.1572 5.5534 6.0230 -1.7 1.0 0.6